# 1
This record from the Open Molecules 2025 dataset describes a molecular structure, C15H23ClOPb. The level of theory is the ωB97M-V functional and the def2-TZVPD basis.

Values from the calculation:
spin multiplicity = 1
total charge = +2
LUMO level (spin up / spin down) = -0.2991 / -0.2991 Eh

Geometry (Å):
C -4.279572 -2.119717 -2.215693
C -4.709232 -2.473359 -0.849073
C -4.591226 -0.778801 -2.750193
C -3.352928 -3.002045 -2.948724
Cl -1.125444 0.118468 -0.389967
H -5.512915 -0.734894 -3.351282
H -3.776379 -0.417054 -3.394648
H -4.712843 -0.054877 -1.930805
H -5.671710 -3.004874 -0.798202
H -4.818909 -1.568761 -0.233789
H -3.966776 -3.123986 -0.366352
H -3.846341 -3.721865 -3.619471
H -2.747792 -3.593009 -2.246797
H -2.668980 -2.410836 -3.574512
C 1.366710 2.651020 2.676435
C 0.739310 3.261716 1.551996
C -0.586543 2.758703 1.459791
H 1.187912 3.999129 0.891873
C -0.774557 1.800565 2.497332
C 0.426764 1.749615 3.269377
H 0.582410 1.167635 4.185203
H 2.372388 2.857871 3.037042
H -1.349627 3.085553 0.749876
H -1.695249 1.243511 2.701392
C 3.861658 0.013692 -0.901570
C 3.895282 1.350652 -0.407556
C 2.921831 2.109817 -1.121254
H 4.570640 1.741037 0.354670
C 2.302668 1.244663 -2.073537
C 2.873915 -0.053864 -1.928468
H 2.653213 -0.919000 -2.550633
H 4.517243 -0.795505 -0.585008
H 2.717268 3.174036 -0.990051
H 1.576498 1.550508 -2.830799
Pb 1.040990 0.031301 0.736037
C 3.647476 -0.888677 3.017508
O 2.458931 -1.647463 2.703887
H 3.417030 0.176635 2.862571
H 4.481310 -1.163765 2.354464
H 3.950276 -1.037223 4.068204
H 2.625303 -2.576552 2.940725

Force components x, y, z for each atom (eV/Å):
C 0.20 0.23 0.12
C 0.54 0.24 0.38
C 0.57 0.38 0.26
C 0.63 0.22 0.24
Cl -0.66 -0.24 -0.49
H 0.01 -0.33 0.09
H -0.33 -0.27 0.00
H -0.21 -0.31 -0.20
H 0.02 0.04 -0.35
H -0.18 -0.21 -0.28
H -0.29 -0.02 -0.25
H -0.29 0.16 0.13
H -0.35 0.01 -0.16
H -0.37 -0.14 0.02
C -0.19 0.88 -1.06
C -0.36 -0.41 -0.14
C 1.34 1.41 -0.79
H -0.18 -0.15 0.28
C 1.38 -1.28 2.40
C -2.27 -1.14 -0.43
H -0.11 0.28 -0.51
H -0.28 -0.03 -0.07
H 0.37 -0.17 0.26
H 0.48 0.33 -0.04
C -1.22 -1.34 -1.84
C -1.47 2.65 -0.44
C 1.34 -0.28 1.58
H -0.23 -0.15 -0.28
C 0.28 -0.16 -0.08
C 0.74 -0.70 1.04
H 0.11 0.27 0.21
H -0.21 0.19 -0.14
H 0.14 -0.48 -0.11
H 0.25 -0.17 0.35
Pb 0.91 0.58 0.48
C 0.11 -0.08 0.12
O 0.33 -0.06 0.01
H -0.01 -0.34 0.09
H -0.22 0.04 0.20
H -0.16 0.10 -0.45
H -0.16 0.46 -0.13

natural (NBO) atomic charge list, values in e, 8 entries: 0.66 -0.77 -0.77 -0.77 -0.71 0.33 0.28 0.28

# 2
This record from the Open Molecules 2025 dataset describes a single C5H7NO molecule. The level of theory is the ωB97M-V functional and the def2-TZVPD basis.

Values from the calculation:
SMILES string = C[C@H](C#N)CC=O
spin multiplicity = 1
total charge = 0
LUMO level = 0.0294 Eh
ΔE to the lowest compared entry with this formula, charge and spin = 28.0 kcal per mole

Geometry (Å):
C -1.436795 -1.152593 0.138537
C -0.323842 -0.170777 0.511522
C -0.793783 1.164340 0.097835
N -1.033332 2.109712 -0.524364
C 0.999796 -0.291778 -0.281512
C 1.655557 1.084356 -0.209634
O 1.703910 1.677868 0.840736
H -2.297736 -0.996593 0.796876
H -1.116798 -2.193346 0.218719
H -1.763620 -0.955131 -0.886957
H -0.105699 -0.210246 1.582764
H 1.694033 -1.007177 0.170750
H 0.801486 -0.610476 -1.310794
H 2.016822 1.551839 -1.144482

Force components x, y, z for each atom (eV/Å):
C -0.03 -0.13 -0.05
C -0.07 0.11 -0.02
C -0.61 0.82 -0.71
N -0.16 -0.68 0.80
C 0.05 -0.05 -0.01
C 0.21 0.15 0.37
O 0.48 -0.25 -0.45
H 0.14 -0.08 -0.12
H 0.05 0.10 0.04
H 0.05 -0.16 0.12
H -0.11 0.19 -0.19
H -0.18 -0.05 0.02
H 0.06 0.19 0.12
H 0.11 -0.15 0.08

natural (NBO) atomic charge list, values in e, 8 entries: -0.59 -0.31 0.29 -0.33 -0.50 0.44 -0.51 0.23

# 3
This record from the Open Molecules 2025 dataset describes a single C7H8O2 molecule. The level of theory is the ωB97M-V functional and the def2-TZVPD basis.

Values from the calculation:
SMILES string = C1=C[C@@H]2CCOC=C2O1
spin multiplicity = 1
total charge = 0
LUMO level = 0.0336 Eh
ΔE to the lowest compared entry with this formula, charge and spin = 127.7 kcal per mole

Geometry (Å):
C 1.893328 1.247194 -0.379910
C 2.075248 0.130260 0.124693
C 0.745350 -0.409446 0.351379
C 0.069094 -1.727025 0.179128
C -1.476906 -1.582646 0.551329
O -2.167499 -0.450147 0.014801
C -1.436978 0.625565 -0.471517
C -0.118129 0.719159 -0.130903
O 0.588155 1.919965 -0.415318
H 2.731137 2.045245 -0.367316
H 3.221253 -0.244910 0.199584
H 0.500121 -0.172618 1.375615
H 0.468897 -2.404935 0.836160
H 0.538702 -2.438354 -0.785763
H -1.992217 -2.382992 0.286191
H -1.450619 -1.242547 1.616890
H -1.888572 1.064206 -1.302422

Force components x, y, z for each atom (eV/Å):
C 1.82 11.00 -1.37
C 3.93 -6.15 0.41
C -2.59 0.76 2.41
C 0.19 -1.70 -3.94
C 4.21 5.09 1.27
O -0.23 -0.03 -1.68
C 2.67 -2.20 1.83
C -3.28 1.44 -2.51
O 2.14 -4.23 -0.05
H -1.48 -1.33 -0.82
H -3.34 0.47 0.21
H 0.71 -0.62 1.61
H 0.71 -1.40 2.46
H -2.21 2.57 1.60
H -2.37 -3.65 -0.60
H -0.05 -1.52 -0.27
H -0.83 1.51 -0.55

natural (NBO) atomic charge list, values in e, 8 entries: 0.11 -0.27 -0.34 -0.40 -0.05 -0.52 0.04 0.22

# 4
This record from the Open Molecules 2025 dataset describes a molecular structure, C6H14. The level of theory is the ωB97M-V functional and the def2-TZVPD basis.

Values from the calculation:
spin multiplicity = 1
total charge = 0
LUMO level = 0.0407 Eh
ΔE to the lowest compared entry with this formula, charge and spin = 115.9 kcal per mole

Geometry (Å):
C -2.630052 0.021220 -0.016301
C -1.303816 0.713926 0.145887
C -0.051483 0.049806 0.015737
C -0.003077 -1.301540 -0.646300
C 1.179087 0.928783 -0.096765
C 2.530259 0.254919 0.116105
H -2.755488 -0.822566 0.682111
H -3.442101 0.723653 0.191950
H -2.794679 -0.373549 -1.028164
H -1.276069 1.782774 0.338250
H -0.603873 0.107133 1.207364
H 0.326861 -0.597525 1.597789
H 0.906270 -1.846322 -0.386478
H -0.868108 -1.911523 -0.379759
H -0.030407 -1.125066 -1.731053
H 1.061253 1.772940 0.591451
H 1.122084 1.350271 -1.110868
H 2.745941 -0.480077 -0.666848
H 3.327989 1.004209 0.090325
H 2.559406 -0.251465 1.085568

Force components x, y, z for each atom (eV/Å):
C -0.06 -0.01 -0.02
C -0.05 0.11 -0.23
C -0.05 0.05 -0.14
C -0.01 -0.01 0.05
C -0.06 0.05 0.04
C 0.04 -0.06 0.01
H 0.05 0.11 -0.08
H 0.12 -0.10 -0.02
H 0.04 0.04 0.16
H 0.01 -0.16 -0.01
H 0.23 -0.17 0.21
H -0.10 0.06 -0.02
H -0.14 0.10 -0.04
H 0.13 0.11 -0.03
H 0.01 -0.01 0.12
H 0.00 -0.12 -0.10
H 0.01 -0.05 0.12
H -0.03 0.11 0.12
H -0.12 -0.11 0.01
H 0.01 0.07 -0.15

natural (NBO) atomic charge list, values in e, 8 entries: -0.63 -0.50 0.08 -0.65 -0.43 -0.62 0.20 0.22

| no. | maximum force (hartree/bohr) | calculated total energy (hartree) |
| --- | --- | --- |
| 1 | 0.05961 | -1312.9101 |
| 2 | 0.02423 | -324.6798 |
| 3 | 0.21840 | -421.8096 |
| 4 | 0.00689 | -236.8267 |